No. 1
The following is a quantum chemistry calculation of a molecular structure, C55H62BN11OS5Ti, from OMol25.

Geometry (Å):
Ti1 1.57 -0.37 0.26
C1 -2.64 5.54 -1.42
C2 -3.05 4.66 -0.29
C3 -4.23 4.77 0.40
C4 -4.57 3.87 1.45
N1 -3.75 2.90 1.81
N2 -2.61 2.84 1.15
B1 -1.41 1.82 1.14
N3 -0.67 1.81 2.48
N4 -1.57 1.64 3.46
C5 -1.17 1.73 4.70
C6 0.18 2.05 5.00
C7 1.11 2.17 4.01
C8 2.55 2.44 4.28
C9 0.65 1.96 2.68
S1 1.77 1.85 1.38
C10 -2.20 1.51 5.80
C11 -2.45 2.87 6.48
C12 -1.65 0.51 6.82
C13 -3.51 0.97 5.21
N5 -1.96 0.41 0.71
N6 -3.02 0.59 -0.10
C14 -3.74 -0.44 -0.46
C15 -3.45 -1.73 0.04
C16 -2.36 -1.93 0.83
C17 -2.05 -3.26 1.42
C18 -1.54 -0.79 1.09
S2 -0.02 -1.03 1.93
C19 -4.91 -0.18 -1.39
C20 -4.76 -1.07 -2.63
C21 -6.20 -0.54 -0.64
C22 -4.96 1.28 -1.82
C23 -2.24 3.61 0.15
S3 -0.69 2.94 -0.29
C24 -5.87 3.98 2.24
C25 -5.51 4.41 3.67
C26 -6.54 2.60 2.27
C27 -6.83 5.00 1.63
H1 -3.41 6.27 -1.67
H2 -2.42 4.94 -2.31
H3 -1.72 6.08 -1.17
H4 -4.93 5.54 0.13
H5 0.48 2.18 6.03
H6 2.71 2.61 5.35
H7 2.89 3.31 3.72
H8 3.16 1.59 3.96
H9 -1.54 3.28 6.91
H10 -3.18 2.74 7.28
H11 -2.85 3.59 5.77
H12 -0.76 0.87 7.33
H13 -1.41 -0.44 6.34
H14 -2.41 0.32 7.58
H15 -3.91 1.63 4.44
H16 -4.24 0.87 6.01
H17 -3.36 -0.01 4.76
H18 -4.11 -2.55 -0.20
H19 -2.83 -3.98 1.18
H20 -1.97 -3.19 2.51
H21 -1.09 -3.65 1.07
H22 -4.77 -2.14 -2.38
H23 -3.83 -0.86 -3.17
H24 -5.59 -0.89 -3.31
H25 -6.22 -1.59 -0.34
H26 -7.06 -0.37 -1.29
H27 -6.32 0.08 0.25
H28 -4.04 1.59 -2.33
H29 -5.10 1.94 -0.96
H30 -5.79 1.43 -2.51
H31 -4.86 3.68 4.15
H32 -6.42 4.51 4.26
H33 -5.01 5.38 3.68
H34 -5.88 1.84 2.68
H35 -6.85 2.30 1.27
H36 -7.44 2.65 2.90
H37 -6.43 6.01 1.66
H38 -7.75 5.00 2.20
H39 -7.08 4.75 0.60
C28 4.10 2.00 -2.63
C29 2.95 1.26 -2.01
N7 3.07 0.71 -0.84
N8 4.35 0.83 -0.27
C30 4.59 0.08 0.74
S4 3.50 -1.09 1.47
S5 6.12 0.13 1.55
C31 7.17 1.06 0.39
C32 7.77 0.19 -0.68
C33 9.06 -0.30 -0.53
C34 9.62 -1.12 -1.50
C35 8.88 -1.47 -2.62
C36 7.59 -0.98 -2.77
C37 7.04 -0.16 -1.81
C38 1.71 1.16 -2.81
C39 1.70 1.65 -4.13
C40 0.59 1.53 -4.94
C41 -0.56 0.91 -4.46
C42 -0.58 0.42 -3.17
C43 0.54 0.54 -2.36
O1 0.47 0.06 -1.11
H40 4.88 2.18 -1.91
H41 4.51 1.41 -3.45
H42 3.75 2.94 -3.05
H43 6.58 1.88 -0.01
H44 7.95 1.49 1.03
H45 9.64 -0.03 0.34
H46 10.63 -1.49 -1.38
H47 9.31 -2.11 -3.38
H48 7.03 -1.24 -3.66
H49 6.04 0.24 -1.93
H50 2.58 2.13 -4.53
H51 0.62 1.92 -5.95
H52 -1.43 0.81 -5.10
H53 -1.46 -0.07 -2.77
N9 2.42 -6.90 -3.10
C44 3.15 -7.78 -3.87
C45 2.92 -9.10 -4.26
C46 3.88 -9.68 -5.05
C47 5.04 -8.98 -5.45
C48 5.25 -7.67 -5.07
C49 4.29 -7.07 -4.26
N10 4.25 -5.79 -3.74
C50 3.14 -5.73 -3.06
C51 2.72 -4.54 -2.33
C52 1.56 -4.46 -1.57
C53 1.27 -3.28 -0.91
N11 2.05 -2.19 -0.95
C54 3.17 -2.27 -1.69
C55 3.53 -3.40 -2.39
H54 1.53 -7.08 -2.67
H55 2.03 -9.64 -3.95
H56 3.75 -10.70 -5.38
H57 5.76 -9.48 -6.08
H58 6.14 -7.13 -5.37
H59 0.87 -5.29 -1.46
H60 0.37 -3.20 -0.32
H61 3.82 -1.41 -1.70
H62 4.44 -3.42 -2.97

The strongest force on any atom is 0.4 eV/Å. Its calculated total energy is -5675.65706 a.u. Its energy relative to the best compared isomer or geometry (same formula, charge and spin) is 0.0 kcal/mol. As for the LUMO energy: -5.79 eV. As for the total charge: +2.

=====

No. 2
The following is a quantum chemistry calculation of a molecular structure, C55H63AlBN6O2S2Sb at a distorted geometry, from OMol25.

Geometry (Å):
Al1 0.34 -0.02 0.92
C1 -2.35 2.62 2.87
C2 -1.45 2.40 1.84
N1 -0.98 1.15 1.89
N2 -1.58 0.56 2.96
C3 -2.40 1.42 3.56
B1 -1.18 -0.87 3.36
N3 -1.48 -1.76 2.15
C4 -2.32 -2.79 2.03
C5 -2.38 -3.16 0.69
C6 -1.53 -2.27 0.05
N4 -0.99 -1.43 0.94
N5 0.35 -0.81 3.58
C7 1.00 -1.01 4.73
C8 2.28 -0.49 4.61
C9 2.33 0.03 3.33
N6 1.17 -0.17 2.70
H1 -2.88 3.53 3.09
H2 -1.15 3.10 1.08
H3 -2.95 1.14 4.44
H4 -1.74 -1.26 4.33
H5 -2.83 -3.21 2.88
H6 -2.95 -3.95 0.26
H7 -1.29 -2.18 -1.00
H8 0.52 -1.51 5.55
H9 3.06 -0.47 5.35
H10 3.13 0.57 2.85
C10 -9.70 0.56 -1.97
C11 -8.21 0.69 -1.89
C12 -7.55 1.73 -2.56
C13 -6.18 1.84 -2.52
C14 -5.44 0.90 -1.82
C15 -6.06 -0.12 -1.12
C16 -7.44 -0.22 -1.16
S1 -3.65 1.12 -1.75
O1 -3.58 2.61 -1.59
C17 -3.26 0.91 -3.53
C18 -4.31 0.33 -4.26
C19 -4.43 0.49 -5.61
C20 -3.60 1.41 -6.26
C21 -3.82 1.78 -7.61
C22 -3.03 2.72 -8.21
C23 -1.99 3.32 -7.48
C24 -1.71 2.92 -6.21
C25 -2.48 1.93 -5.56
C26 -2.17 1.49 -4.21
C27 -0.66 1.54 -3.96
C28 0.05 1.13 -5.17
C29 -0.58 0.36 -6.19
C30 0.02 0.15 -7.40
C31 1.29 0.70 -7.67
C32 1.98 1.31 -6.67
C33 1.40 1.49 -5.40
C34 2.17 1.98 -4.33
C35 1.60 2.09 -3.11
C36 0.21 1.91 -2.91
S2 -0.24 2.16 -1.23
O2 0.51 0.89 -0.57
C37 0.85 3.49 -0.76
C38 0.66 4.71 -1.40
C39 1.33 5.83 -0.94
C40 2.20 5.76 0.15
C41 2.93 6.97 0.63
C42 2.36 4.52 0.78
C43 1.69 3.40 0.34
H11 -10.09 1.10 -2.83
H12 -10.17 0.97 -1.07
H13 -10.00 -0.49 -2.04
H14 -8.13 2.45 -3.12
H15 -5.67 2.65 -3.03
H16 -5.47 -0.83 -0.56
H17 -7.93 -1.02 -0.63
H18 -5.04 -0.27 -3.74
H19 -5.21 -0.02 -6.16
H20 -4.65 1.33 -8.14
H21 -3.21 3.00 -9.24
H22 -1.40 4.09 -7.95
H23 -0.90 3.40 -5.67
H24 -1.54 -0.10 -6.00
H25 -0.48 -0.45 -8.15
H26 1.72 0.58 -8.66
H27 2.99 1.66 -6.83
H28 3.21 2.23 -4.48
H29 2.21 2.36 -2.25
H30 -0.01 4.77 -2.24
H31 1.18 6.78 -1.44
H32 2.35 7.88 0.42
H33 3.88 7.06 0.12
H34 3.12 6.92 1.70
H35 3.02 4.45 1.64
H36 1.81 2.45 0.86
C44 4.55 -0.43 0.88
C45 4.30 -0.92 -0.54
C46 4.28 0.29 -1.47
C47 5.38 -1.89 -0.97
Sb1 2.20 -1.78 -0.52
C48 2.31 -3.74 0.59
C49 3.69 -4.38 0.52
C50 1.26 -4.70 0.03
C51 1.97 -3.40 2.04
C52 1.79 -2.33 -2.69
C53 2.74 -3.42 -3.14
C54 1.96 -1.09 -3.56
C55 0.34 -2.79 -2.83
H37 5.59 -0.09 0.97
H38 4.40 -1.22 1.62
H39 3.90 0.42 1.09
H40 5.18 0.89 -1.29
H41 3.41 0.93 -1.29
H42 4.29 0.00 -2.52
H43 6.32 -1.34 -1.08
H44 5.16 -2.37 -1.92
H45 5.55 -2.67 -0.23
H46 4.02 -4.51 -0.51
H47 3.64 -5.37 0.98
H48 4.43 -3.80 1.07
H49 1.46 -4.93 -1.01
H50 0.25 -4.30 0.13
H51 1.31 -5.64 0.59
H52 2.69 -2.69 2.47
H53 2.01 -4.31 2.65
H54 0.97 -2.97 2.13
H55 3.78 -3.10 -3.06
H56 2.56 -3.65 -4.20
H57 2.62 -4.34 -2.57
H58 3.01 -0.83 -3.70
H59 1.44 -0.23 -3.13
H60 1.53 -1.27 -4.55
H61 0.09 -3.61 -2.16
H62 0.18 -3.14 -3.85
H63 -0.35 -1.95 -2.67

The strongest force on any atom is 1.2 eV/Å. Its calculated total energy is -3916.19309 a.u. As for the LUMO energy: -5.16 eV. As for the total charge: +2.

=====

No. 3
The following is a quantum chemistry calculation of 2 unconnected molecules or ions with the total composition C55H67F2N3O2 at a distorted geometry, from OMol25.

Geometry (Å):
C1 6.45 -0.45 -0.40
O1 5.82 -1.76 -0.37
C2 4.46 -1.80 -0.37
C3 3.66 -0.64 -0.48
C4 2.28 -0.76 -0.60
C5 1.66 -2.03 -0.63
C6 0.24 -2.13 -0.86
N1 -0.34 -3.20 -1.53
C7 0.29 -4.20 -2.33
C8 -0.08 -5.55 -2.16
C9 -1.33 -5.98 -1.38
C10 -0.98 -6.31 0.06
C11 -2.07 -7.13 -2.06
C12 0.79 -6.52 -2.66
C13 1.90 -6.17 -3.42
C14 2.11 -4.84 -3.77
C15 1.26 -3.84 -3.29
C16 1.31 -2.43 -3.89
C17 0.40 -2.35 -5.12
C18 2.73 -1.96 -4.19
N2 -1.68 -3.08 -1.55
N3 -1.95 -1.88 -1.00
C19 -3.34 -1.46 -0.99
C20 -4.23 -2.16 -0.16
C21 -3.73 -3.25 0.78
C22 -4.71 -4.41 0.96
C23 -3.31 -2.66 2.12
C24 -5.58 -1.82 -0.18
C25 -6.04 -0.82 -1.04
C26 -5.17 -0.21 -1.94
C27 -3.81 -0.53 -1.93
C28 -2.91 0.01 -3.05
C29 -3.13 1.49 -3.32
C30 -3.10 -0.82 -4.33
C31 -0.78 -1.25 -0.54
C32 -0.72 0.01 0.09
C33 2.48 -3.18 -0.43
C34 3.84 -3.08 -0.31
H1 7.51 -0.66 -0.30
H2 6.24 0.05 -1.36
H3 6.10 0.18 0.43
H4 4.12 0.36 -0.50
H5 1.66 0.13 -0.69
H6 -2.00 -5.12 -1.40
H7 -0.42 -5.48 0.53
H8 -1.90 -6.47 0.65
H9 -0.36 -7.21 0.11
H10 -2.29 -6.88 -3.10
H11 -1.47 -8.05 -2.05
H12 -3.01 -7.33 -1.54
H13 0.59 -7.58 -2.44
H14 2.59 -6.94 -3.77
H15 2.94 -4.57 -4.43
H16 0.90 -1.75 -3.13
H17 -0.62 -2.70 -4.87
H18 0.33 -1.31 -5.48
H19 0.79 -2.98 -5.92
H20 3.38 -2.14 -3.33
H21 3.13 -2.49 -5.07
H22 2.73 -0.89 -4.41
H23 -2.84 -3.67 0.30
H24 -5.05 -4.78 -0.02
H25 -4.21 -5.24 1.48
H26 -5.58 -4.11 1.55
H27 -2.57 -1.87 1.98
H28 -4.18 -2.24 2.64
H29 -2.87 -3.43 2.76
H30 -6.28 -2.34 0.48
H31 -7.10 -0.54 -1.03
H32 -5.55 0.51 -2.67
H33 -1.88 -0.13 -2.70
H34 -3.07 2.08 -2.40
H35 -2.37 1.87 -4.01
H36 -4.11 1.66 -3.78
H37 -2.96 -1.89 -4.12
H38 -4.11 -0.68 -4.72
H39 -2.38 -0.51 -5.10
H40 -1.69 0.50 0.17
H41 0.12 0.17 0.76
H42 2.00 -4.16 -0.38
H43 4.47 -3.95 -0.17
C35 1.59 3.86 6.64
C36 0.33 3.36 5.92
C37 0.25 1.84 6.08
C38 -0.89 3.98 6.61
C39 0.36 3.77 4.42
C40 0.15 2.91 3.37
C41 0.29 3.31 2.01
C42 -0.01 2.41 0.90
C43 0.80 2.45 -0.27
C44 2.15 2.93 -0.17
C45 2.90 3.14 -1.31
F1 4.13 3.74 -1.18
C46 2.46 2.79 -2.59
C47 1.20 2.20 -2.66
F2 0.78 1.72 -3.89
C48 0.37 2.02 -1.57
C49 0.74 4.65 1.77
C50 0.94 5.57 2.76
C51 1.47 7.01 2.50
C52 0.37 8.04 2.82
C53 1.91 7.21 1.05
C54 2.66 7.31 3.42
C55 0.52 5.20 4.12
O2 0.22 6.09 4.96
H44 1.63 4.96 6.59
H45 1.55 3.57 7.70
H46 2.48 3.44 6.18
H47 -0.68 1.45 5.64
H48 1.11 1.35 5.61
H49 0.25 1.59 7.15
H50 -1.82 3.59 6.18
H51 -0.87 3.76 7.68
H52 -0.87 5.07 6.47
H53 -0.09 1.86 3.57
H54 -1.04 2.07 0.86
H55 2.59 3.16 0.80
H56 3.07 2.96 -3.46
H57 -0.60 1.54 -1.69
H58 0.92 4.97 0.75
H59 0.03 7.90 3.85
H60 0.76 9.05 2.69
H61 -0.48 7.90 2.14
H62 2.71 6.51 0.77
H63 1.06 7.11 0.36
H64 2.31 8.23 0.93
H65 3.48 6.61 3.22
H66 3.01 8.34 3.24
H67 2.35 7.23 4.47

The strongest force on any atom is 4.2 eV/Å. Its calculated total energy is -2650.31414 a.u. Its energy relative to the best compared isomer or geometry (same formula, charge and spin) is 22.3 kcal/mol. As for the LUMO energy: -1.65 eV.